No. 1
C10H42N20O11 | ωB97M-V/def2-TZVPD

Each line ends with the Mulliken charge.
Positions of all 83 atoms, in Å:
O: 4.197 -2.172 -2.099  -0.55
O: -3.306 0.240 4.111  -0.63
O: 1.708 -3.845 -2.909  -0.53
O: 3.100 -3.044 0.873  -0.54
O: -0.763 -0.219 -4.054  -0.66
O: 4.288 3.183 -1.161  -0.70
O: -4.018 0.727 -4.239  -0.71
O: -3.327 -0.217 0.814  -0.47
O: 1.495 0.864 4.657  -0.66
O: -2.373 3.542 -0.529  -0.74
O: 0.821 0.072 0.671  0.02
N: 1.473 3.085 4.916  -0.45
N: -3.067 2.378 -3.020  -0.35
N: -5.162 -1.092 1.910  -0.52
N: 1.636 2.154 2.760  -0.13
N: -3.084 0.198 -2.314  -0.06
N: 3.930 -2.965 3.081  -0.55
N: -0.551 0.610 -1.050  0.34
N: 1.152 -0.113 -5.154  -0.43
N: 5.070 1.073 -1.360  -0.36
N: 0.853 -5.336 -1.373  -0.32
N: -1.471 0.547 5.370  -0.37
N: 0.038 1.932 -4.369  -0.39
N: -1.793 4.702 1.447  -0.52
N: 2.870 1.724 -0.322  -0.02
N: 0.979 -5.847 -3.667  -0.56
N: -5.463 -0.298 -0.273  -0.41
N: 0.768 -1.277 -1.284  0.01
N: -1.288 -0.305 3.172  -0.11
N: 2.035 -1.706 2.417  -0.14
N: -2.109 2.378 1.418  0.13
C: 0.065 0.562 -4.594  0.67
C: -3.469 1.093 -3.241  0.46
C: 4.053 2.004 -0.944  0.45
C: 0.371 -0.206 -0.481  0.01
C: 1.187 -4.904 -2.637  0.51
C: 1.581 1.954 4.135  0.54
C: 3.034 -2.583 2.020  0.37
C: -2.070 3.523 0.719  0.50
C: -2.108 0.182 4.203  0.46
C: -4.526 -0.462 0.783  0.35
H: 1.477 -1.862 -0.905  -0.06
H: 0.665 2.446 -5.031  0.24
H: -0.512 1.505 -0.546  -0.23
H: 1.526 -1.162 1.739  0.04
H: 2.040 2.970 2.342  0.26
H: -5.209 0.199 -1.091  0.19
H: -1.281 5.375 0.893  0.26
H: 1.583 2.931 5.922  0.25
H: -1.467 4.718 2.400  0.21
H: -4.708 -1.062 2.817  0.27
H: -2.892 2.803 -2.076  0.38
H: 1.637 1.381 2.141  -0.02
H: 0.630 -6.276 -1.063  0.19
H: -0.867 0.570 -2.005  -0.04
H: 2.108 2.389 -0.235  0.12
H: -0.307 -0.051 3.270  0.06
H: 6.071 1.268 -1.335  0.23
H: 1.937 0.336 -5.534  0.16
H: 1.699 3.945 4.521  0.17
H: 1.031 -6.848 -3.529  0.22
H: 4.910 0.068 -1.231  0.21
H: -6.163 -0.960 1.949  0.22
H: -2.765 0.465 -1.433  0.00
H: -3.359 -0.762 -2.495  0.17
H: -2.531 1.486 1.158  -0.02
H: 3.695 -3.018 -2.222  0.27
H: 2.211 -1.149 3.247  0.29
H: 1.559 -5.545 -4.432  0.27
H: 0.828 -4.597 -0.663  0.23
H: 1.054 -1.104 -5.004  0.21
H: 0.299 -1.566 -2.126  0.16
H: -1.616 -0.718 2.270  0.13
H: 4.219 -1.782 -3.017  0.30
H: -0.918 2.171 -4.052  0.27
H: -6.190 -0.988 -0.315  0.20
H: -1.983 0.762 6.212  0.23
H: -2.031 2.327 2.393  0.16
H: -3.507 3.066 -3.615  0.25
H: 4.704 -3.550 2.791  0.26
H: 2.680 0.794 0.038  -0.03
H: 3.487 -3.298 3.919  0.21
H: -0.503 0.190 5.530  0.17

## Properties
Energy relative to the best compared isomer or geometry (same formula, charge and spin): 1.016 eV
SMILES: NC(N)=O.NC(N)=O.NC(N)=O.NC(N)=O.NC(N)=O.NC(N)=O.NC(N)=O.NC(N)=O.NC(N)=O.NC(N)=O.O
Charge: 0

No. 2
C10H46O13 | ωB97M-V/def2-TZVPD

Each line ends with the natural charge from an NBO analysis.
Positions of all 69 atoms, in Å:
O: 8.811 13.261 3.388  -0.94
O: 14.806 17.774 1.197  -0.93
O: 22.430 8.254 1.296  -0.94
O: 14.270 14.765 -4.461  -0.94
O: 17.049 7.456 8.888  -0.70
O: 15.914 7.425 -7.066  -0.93
O: 19.697 14.535 -4.112  -0.71
O: 16.312 11.419 1.526  -0.72
O: 19.197 15.716 4.533  -0.93
O: 8.167 10.823 -1.090  -0.72
O: 19.832 9.024 4.894  -0.94
O: 11.906 3.859 3.285  -0.72
O: 16.958 3.636 3.290  -0.94
C: 20.472 13.693 -3.386  -0.07
C: 15.002 10.981 1.167  -0.06
C: 11.291 4.166 4.457  -0.06
C: 15.164 9.583 0.488  -0.64
C: 7.525 11.305 -2.266  -0.06
C: 14.961 8.338 8.118  -0.64
C: 20.600 12.344 -4.039  -0.63
C: 15.723 7.648 9.308  -0.08
C: 6.055 10.990 -2.354  -0.63
C: 11.832 3.223 5.532  -0.64
H: 5.465 11.424 -1.546  0.21
H: 17.358 8.355 9.023  0.46
H: 11.472 2.206 5.376  0.21
H: 14.528 11.702 0.501  0.18
H: 15.284 18.535 1.526  0.47
H: 20.262 14.975 -4.751  0.46
H: 14.143 9.248 0.308  0.21
H: 21.229 12.401 -4.927  0.20
H: 16.864 7.342 -6.986  0.47
H: 15.574 8.817 1.146  0.20
H: 9.122 12.548 2.829  0.47
H: 18.261 15.530 4.602  0.47
H: 16.629 10.726 2.111  0.46
H: 15.782 9.678 -0.405  0.22
H: 19.871 13.784 -2.481  0.18
H: 10.292 3.826 4.187  0.18
H: 22.667 9.103 0.924  0.47
H: 8.012 9.876 -1.073  0.46
H: 21.487 14.012 -3.146  0.15
H: 7.982 10.776 -3.102  0.15
H: 15.513 8.138 10.259  0.16
H: 21.945 8.469 2.093  0.47
H: 12.910 3.175 5.685  0.20
H: 13.906 8.506 8.334  0.21
H: 15.352 9.297 7.777  0.20
H: 17.807 4.077 3.251  0.47
H: 19.640 11.919 -4.332  0.21
H: 19.335 15.913 3.607  0.47
H: 11.268 5.234 4.673  0.15
H: 12.854 4.009 3.288  0.46
H: 16.975 3.155 4.118  0.47
H: 15.081 14.481 -4.882  0.47
H: 21.128 11.693 -3.342  0.21
H: 14.390 10.948 2.068  0.15
H: 15.607 7.549 -6.168  0.47
H: 14.559 15.256 -3.691  0.47
H: 7.592 12.379 -2.440  0.18
H: 15.080 17.054 1.765  0.47
H: 8.971 14.054 2.876  0.47
H: 5.660 11.293 -3.324  0.22
H: 5.869 9.933 -2.165  0.19
H: 15.262 6.670 9.450  0.17
H: 19.615 8.378 5.567  0.47
H: 15.026 7.682 7.251  0.21
H: 19.888 9.854 5.367  0.47
H: 11.476 3.593 6.493  0.20

## Properties
Energy relative to the best compared isomer or geometry (same formula, charge and spin): 2.970 eV
Charge: 0

No. 3
C10H5BrNO5Ti | ωB97M-V/def2-TZVPD

Each line ends with the natural charge from an NBO analysis.
Positions of all 23 atoms, in Å:
Br: -2.064 -3.594 1.929  0.21
Ti: -0.068 0.391 -1.519  0.77
O: 0.052 3.161 0.416  -0.35
O: 3.214 0.963 -1.276  -0.28
O: -3.224 1.198 -1.210  -0.29
O: 0.015 4.124 -3.635  -0.37
O: 0.367 -2.769 -2.582  -0.27
N: 0.006 -0.341 0.608  -0.58
C: 0.119 3.393 -2.781  0.50
C: 2.031 0.814 -1.404  0.53
C: 1.001 -0.810 2.662  -0.18
C: 0.013 2.240 -0.283  0.56
C: 0.114 -1.904 2.784  -0.12
C: 0.868 0.011 1.571  0.04
C: -1.004 -1.248 0.776  0.01
C: 0.283 -1.758 -2.037  0.54
C: -0.900 -2.112 1.858  -0.11
C: -2.067 0.958 -1.318  0.54
H: 1.484 0.921 1.417  0.22
H: 1.791 -0.607 3.378  0.27
H: -0.467 0.869 -2.967  -0.16
H: -1.761 -1.327 -0.009  0.23
H: 0.194 -2.572 3.622  0.27

## Properties
Spin multiplicity: 2
Expectation value of S²: 0.756
Charge: +2

Going through the records in order, we get E_tot values of -63386.1238, -37730.0598, -115315.4142 eV.
Going through the records in order, we get largest force on an atom values of 3.64, 3.52, 10.37 eV/Å.